[1]
DFT (ωB97M-V/def2-TZVPD) results for a 12-piece molecular cluster, C12H48N10O12 overall at a distorted geometry.

The geometry in XYZ format:
```
82
Properties=species:S:1:pos:R:3
N -2.7741 1.8472 -2.5857
C -2.4381 2.1412 -3.7737
N -1.7661 1.1472 -4.3347
O -2.7811 3.2922 -4.5037
H -3.2351 2.5252 -1.9327
H -2.6041 0.8872 -2.2677
H -1.4731 1.2672 -5.2977
H -1.4611 0.3472 -3.8197
N 5.1019 2.7482 1.2373
C 4.1369 1.8492 1.1633
N 4.3589 0.8302 1.9053
O 2.9329 2.0822 0.5473
H 5.0669 3.5142 0.6283
H 5.9559 2.5462 1.8103
H 3.6019 0.1622 2.0803
H 5.2659 0.5302 2.4023
N -2.4991 -2.0268 3.1253
C -1.7991 -2.7808 2.2643
N -2.4541 -2.8328 1.1683
O -0.6241 -3.4838 2.5083
H -2.0111 -1.6098 3.9953
H -3.3881 -1.5758 2.8663
H -2.0991 -3.4608 0.4243
H -2.8211 -1.8888 0.8963
N -1.9221 -2.5608 -3.4497
C -0.8951 -2.0748 -2.8427
N -0.1741 -2.9608 -2.2607
O -0.6861 -0.6888 -2.7977
H -2.7141 -2.0098 -3.7397
H -2.0991 -3.5578 -3.2967
H 0.6499 -2.4718 -1.9287
H -0.0171 -3.8608 -2.7077
N -5.2141 -0.5268 -0.1867
C -3.8931 -0.5238 -0.2857
N -3.2331 -0.2208 0.7673
O -3.2401 -0.7058 -1.4497
H -5.8001 -0.9068 -1.0327
H -5.7521 -0.1058 0.5283
H -2.2581 -0.0018 0.4563
H -3.6471 0.2212 1.6503
C 3.3579 -0.6898 -1.7497
O 2.2949 -1.6068 -2.0427
H 2.9799 0.1892 -1.2877
H 3.9059 -0.4278 -2.6767
H 3.9319 -1.1068 -0.9887
H 2.7859 -2.3648 -2.3997
C 0.4069 -0.1468 0.5853
O -0.7101 0.2482 -0.1987
H 0.6329 0.6292 1.3103
H 1.3309 -0.1938 0.0573
H 0.3649 -1.0598 1.1703
H -0.5401 -0.0578 -1.1097
C 0.9249 1.8852 -2.3277
O 0.6519 2.4402 -3.5877
H 1.6819 2.4492 -1.8027
H 1.1569 0.8432 -2.3837
H -0.0531 2.1202 -1.8637
H -0.2441 2.0772 -3.8167
C 2.4119 -3.4398 0.5883
O 2.6129 -4.6928 1.1683
H 1.5159 -2.9178 0.9313
H 2.3809 -3.5998 -0.4567
H 3.2409 -2.7628 0.7353
H 1.7729 -5.1368 0.9993
C -0.3031 3.7052 0.4283
O -0.9971 4.9022 0.7353
H -0.9211 2.9032 -0.0257
H 0.2269 3.1742 1.3003
H 0.4289 3.9652 -0.3567
H -0.5501 5.4692 1.3953
C 1.9369 -0.1408 3.5263
O 2.8919 -1.0358 3.0183
H 2.0989 0.7952 3.0413
H 2.0679 0.0292 4.6213
H 0.8739 -0.4458 3.4033
H 2.5749 -1.9458 3.2093
C -1.6581 1.7232 2.9693
O -0.4161 1.6512 3.5363
H -1.5001 1.7902 1.9363
H -2.3271 2.5172 3.3753
H -2.1361 0.7222 3.0333
H -0.3811 2.4372 4.0723
```

Properties
energy above the lowest of the compared OMol25 structures with the same formula, charge and spin	182.90	kcal/mol
LUMO level	-0.108	eV
orbital gap	7.85	eV
largest force on an atom	9.559	eV/Å
energy	-1936.2946	a.u.


[2]
DFT (ωB97M-V/def2-TZVPD) results for C49H34F5N5OS5V as an isolated structure at a distorted geometry.

The geometry in XYZ format:
```
100
Properties=species:S:1:pos:R:3
V -0.9033 0.4951 1.4997
N -2.2432 1.1942 0.3097
S -2.2100 2.1015 -0.8646
N -0.8551 1.9611 -1.7675
S 0.4806 1.3952 -1.1618
N 0.3583 0.3256 0.1040
S 3.1673 -9.0999 -1.0096
N -0.3880 -1.4306 1.7388
C 3.5953 -7.4316 -0.7509
C 3.5230 -6.8341 0.5034
C 3.8245 -5.4732 0.6116
C 4.2735 -4.7464 -0.4671
C 4.2733 -5.3044 -1.7286
C 3.9812 -6.6723 -1.8823
C 1.4608 -9.0757 -1.2744
C 0.8813 -10.3490 -1.3231
C -0.4114 -10.5142 -1.7699
C -1.1847 -9.3374 -2.0674
C -0.5984 -8.0741 -1.9946
C 0.7674 -7.9321 -1.6791
C 1.3837 0.7344 -2.5552
C 2.2374 1.5135 -3.2410
C 2.4805 1.1984 -4.5779
C 1.7546 0.2648 -5.2800
C 0.9083 -0.5525 -4.5208
C 0.6954 -0.3112 -3.1799
C 1.4515 2.7544 -0.5494
C 1.5614 3.9173 -1.2832
C 2.3036 5.0062 -0.7783
C 3.0164 4.8781 0.3871
C 3.0367 3.6329 1.0051
C 2.2981 2.5416 0.5274
C -3.4171 2.0366 -2.2198
C -4.6242 2.6267 -1.9756
C -5.3962 2.9930 -3.0502
C -5.0648 2.6796 -4.3788
C -3.8926 1.9592 -4.5921
C -3.1031 1.5598 -3.4554
C -2.1202 3.8383 -0.5821
C -1.9622 4.6016 -1.7366
C -2.3055 5.9441 -1.6714
C -2.4293 6.5258 -0.4310
C -2.2475 5.7737 0.7657
C -2.2214 4.4089 0.6516
H 3.2227 -7.5110 1.3162
H 3.7365 -4.9242 1.5235
H 4.6948 -3.7215 -0.2556
H 4.3912 -4.7670 -2.6637
H 4.0163 -7.1521 -2.8716
H 1.5081 -11.1265 -0.9481
H -0.8102 -11.4618 -1.9189
H -2.2583 -9.4320 -2.2348
H -1.1190 -7.1344 -2.2181
H 1.4073 -6.9877 -1.7813
H 2.7891 2.3866 -2.8501
H 3.1327 1.9397 -5.0669
H 1.8607 0.1124 -6.3463
H 0.3209 -1.3476 -4.9006
H 0.2267 -1.0423 -2.5545
H 1.0436 3.9710 -2.2120
H 2.2312 5.9390 -1.3042
H 3.7107 5.6263 0.6803
H 3.6415 3.5036 1.8700
H 2.4232 1.5856 1.0248
H -4.9634 2.7668 -0.9238
H -6.2656 3.5678 -2.7647
H -5.6449 3.1135 -5.1503
H -3.5374 1.7206 -5.5851
H -2.2102 0.9587 -3.5684
H -1.7570 4.1546 -2.6697
H -2.5347 6.4989 -2.5977
H -2.4832 7.6755 -0.3128
H -2.2645 6.2245 1.8027
H -2.2210 3.8089 1.5662
S -0.0226 -1.4194 0.0653
C 0.6885 -1.1005 2.5561
N 0.9387 0.2018 2.6794
C 1.7400 0.5308 3.7664
C 1.8634 1.7302 4.5251
C 2.6305 1.7556 5.6719
C 3.1443 0.5958 6.2449
C 3.0115 -0.6253 5.5997
C 2.2712 -0.6647 4.4071
S 1.5570 -2.1133 3.7123
H 1.3015 2.6308 4.2214
H 2.7671 2.7474 6.1265
H 3.7696 0.7821 7.1264
H 3.4142 -1.6036 5.9982
F -5.5217 3.8954 5.6546
C -4.5207 3.2835 5.0135
C -3.3486 3.9735 4.8059
F -3.2247 5.2278 5.2155
C -2.2960 3.3464 4.1560
F -1.1413 3.9945 3.9381
C -2.3883 2.0620 3.6518
O -1.3101 1.5722 3.0749
C -3.5616 1.2873 4.1140
F -3.6375 -0.0364 3.8262
C -4.6729 1.9275 4.6299
F -5.8749 1.3497 4.8296
```

Properties
energy above the lowest of the compared OMol25 structures with the same formula, charge and spin	0.00	kcal/mol
LUMO level (alpha / beta)	-3.246 / -3.265	eV
orbital gap (alpha / beta)	6.05 / 6.03	eV
largest force on an atom	5.291	eV/Å
energy	-5670.4082	a.u.
charge	+1
spin multiplicity	3


[3]
DFT (ωB97M-V/def2-TZVPD) results for one molecule with the formula C22H25NO5.

The geometry in XYZ format:
```
53
Properties=species:S:1:pos:R:3
C 3.3554 -0.9101 1.2347
C 2.3747 -1.9220 0.7336
C 1.9856 -1.9025 -0.6015
C 1.0454 -2.7875 -1.0911
C 0.4713 -3.7244 -0.2341
C -0.6072 -4.6422 -0.6412
O -0.7160 -5.7718 -0.2277
C -1.6642 -4.0962 -1.6118
O -1.6489 -2.6871 -1.7874
C -1.8717 -1.9410 -0.6989
O -2.1609 -2.3894 0.3764
C -1.6930 -0.4729 -1.0144
C -0.9044 0.2045 0.1098
N -0.6459 1.5945 -0.1953
C 0.6004 2.0679 -0.5498
O 1.5909 1.3888 -0.6286
C 0.4823 3.5575 -0.7855
C 1.2110 4.3679 0.3031
C 1.1106 5.8491 -0.0803
C -0.3769 6.1773 0.1699
C -0.9507 4.8443 0.6644
C 0.2239 4.2848 1.4677
C -0.9950 3.8842 -0.5394
C -1.6343 2.5610 -0.1796
O -2.7859 2.3473 0.0913
C 0.9036 -3.7847 1.0898
C 1.8426 -2.8969 1.5856
C 2.2709 -2.9785 3.0183
H 3.0184 -0.4786 2.1755
H 4.3256 -1.3750 1.4119
H 3.4759 -0.1111 0.5085
H 2.4152 -1.1616 -1.2592
H 0.7735 -2.7598 -2.1353
H -1.4976 -4.5220 -2.6044
H -2.6415 -4.4245 -1.2403
H -1.1764 -0.3736 -1.9692
H -2.6785 -0.0068 -1.0875
H 0.0654 -0.2821 0.2420
H -1.4787 0.1425 1.0374
H 0.8532 3.7996 -1.7823
H 2.2236 4.0169 0.4903
H 1.4061 6.0220 -1.1140
H 1.7588 6.4489 0.5579
H -0.8821 6.5292 -0.7283
H -0.4870 6.9428 0.9374
H -1.9051 4.9256 1.1798
H 0.5042 4.9253 2.3013
H 0.0617 3.2721 1.8330
H -1.5220 4.3258 -1.3860
H 0.4642 -4.5306 1.7352
H 3.3546 -3.0569 3.0908
H 1.9647 -2.0840 3.5607
H 1.8241 -3.8426 3.5021
```

Properties
energy above the lowest of the compared OMol25 structures with the same formula, charge and spin	1.32	kcal/mol
LUMO level	0.598	eV
orbital gap	9.62	eV
largest force on an atom	0.703	eV/Å
energy	-1284.3727	a.u.